{
  "formula": "C16H15Br3FeN5O3",
  "method": "ωB97M-V/def2-TZVPD",
  "lumo_energy_ha": [-0.019, -0.019],
  "energy_ha": -10104.04845,
  "s_squared": 0.771,
  "de_lowest_kj_mol": 0.0,
  "homo_ev": [-8.41, -8.58],
  "spin_multiplicity": 2,
  "species": ["Br", "C", "H", "C", "N", "C", "N", "H", "C", "H", "H", "H", "H", "O", "C", "H", "Fe", "Br", "C", "C", "N", "H", "H", "H", "H", "N", "H", "H", "C", "C", "C", "C", "C", "C", "H", "O", "Br", "H", "O", "C", "C", "C", "N"],
  "coordinates": [[1.806, -1.375, 2.601], [-1.710, 3.248, -2.472], [-2.926, 2.736, -0.787], [0.577, 2.753, -2.190], [0.398, 2.300, -0.954], [-1.927, 2.776, -1.189], [1.804, -1.647, -0.900], [1.935, 1.202, -0.339], [-0.841, 2.288, -0.471], [0.611, -3.103, -1.868], [2.292, 0.876, 1.246], [1.592, 2.734, -2.572], [-0.104, -5.773, 1.307], [3.768, -1.451, -2.090], [-2.063, 2.407, 1.660], [-0.815, -1.010, 2.671], [0.748, -0.759, 0.350], [-3.159, 3.890, -3.488], [-1.146, 1.703, 0.883], [-1.190, -0.035, 2.397], [-0.373, -2.702, 0.720], [-2.385, 3.386, 1.344], [1.677, -2.178, -2.940], [-0.235, -4.943, 2.869], [-2.495, 0.098, 4.084], [2.212, 0.470, 0.317], [-1.700, -5.297, 1.922], [4.253, 0.429, -0.365], [-2.541, 1.851, 2.829], [-0.438, 3.232, -3.003], [3.458, -0.237, -0.038], [3.064, -1.199, -1.129], [-0.510, -3.727, 1.208], [-0.651, -5.017, 1.866], [3.779, -0.794, 0.840], [-0.373, -0.511, -1.105], [-3.761, 2.804, 3.895], [-0.235, 3.570, -4.007], [-0.599, -0.861, -3.292], [1.056, -2.122, -2.048], [-0.055, -1.100, -2.240], [-2.125, 0.589, 3.196], [-0.674, 0.498, 1.281]],
  "forces_ev_per_a": [[-0.2, 0.0, -0.2], [0.0, 0.0, 0.1], [-0.1, 0.0, 0.0], [0.1, 0.0, -0.1], [0.0, 0.0, 0.1], [0.0, -0.1, -0.2], [0.1, -0.3, 0.0], [0.2, 0.1, 0.0], [0.0, -0.3, 0.1], [0.0, 0.0, 0.0], [0.0, 0.1, 0.0], [0.0, 0.0, 0.1], [0.0, 0.0, 0.0], [0.1, -0.1, 0.0], [0.2, 0.0, 0.0], [0.0, 0.0, 0.0], [-0.3, -1.8, 0.5], [0.0, 0.0, 0.0], [-0.1, -0.3, -0.1], [0.1, 0.1, 0.0], [0.1, 0.5, 0.0], [0.0, 0.1, 0.0], [0.1, 0.0, 0.1], [0.0, 0.0, 0.0], [0.0, 0.0, 0.0], [0.2, 0.8, 0.1], [0.0, 0.0, 0.0], [-0.1, 0.1, 0.0], [0.0, 0.0, 0.0], [0.0, 0.0, 0.1], [0.0, 0.0, 0.1], [0.0, 0.1, -0.1], [0.0, -0.1, 0.0], [0.0, 0.0, 0.0], [0.1, 0.0, 0.0], [0.0, 0.5, -0.4], [0.0, 0.0, 0.0], [0.0, 0.0, 0.0], [-0.1, -0.1, -0.1], [0.0, 0.1, -0.1], [-0.2, -0.1, 0.1], [-0.1, 0.0, 0.1], [0.0, 0.4, 0.1]],
  "mulliken_charge": [-0.463, -0.045, 0.599, -0.414, -0.474, -0.681, 0.345, 0.357, 0.712, 0.215, 0.374, 0.425, 0.303, -0.700, -0.841, 0.381, -0.324, -0.161, 0.428, -0.223, -0.103, 0.663, 0.443, 0.280, 0.442, -0.185, 0.318, 0.398, -0.067, -0.525, -0.583, 0.678, 0.514, -1.072, 0.239, -0.487, -0.146, 0.420, -0.706, -0.769, 0.603, -0.874, 0.708]
}